Entry from OMol25: a structure of composition C37H44CoN4O4P3 (wB97M-V/def2-TZVPD).

Structure (ORCA input):
```
! wB97M-V def2-TZVPD RIJCOSX def2/J DEFGRID3
* xyz 1 2
Co 0.35 0.29 0.34
O 2.17 -0.90 -1.55
N 1.94 0.35 -0.98
C 2.98 1.09 -0.91
C 3.13 2.44 -0.38
C 4.42 2.97 -0.46
C 4.69 4.24 0.00
C 3.67 5.01 0.55
C 2.39 4.49 0.64
C 2.10 3.21 0.18
P 0.40 2.59 0.20
C -0.42 3.54 1.50
C -0.04 3.29 2.82
C -0.65 3.97 3.85
C -1.64 4.91 3.58
C -2.01 5.18 2.27
C -1.39 4.50 1.23
C -0.26 3.13 -1.40
C -1.57 2.81 -1.72
C -2.11 3.18 -2.94
C -1.33 3.87 -3.86
C -0.02 4.18 -3.56
C 0.52 3.82 -2.33
H 3.12 -1.09 -1.49
H 3.90 0.67 -1.32
H 5.21 2.37 -0.88
H 5.70 4.64 -0.06
H 3.88 6.01 0.91
H 1.60 5.09 1.07
H 0.73 2.56 3.04
H -0.36 3.77 4.88
H -2.12 5.44 4.39
H -2.77 5.91 2.06
H -1.68 4.71 0.20
H -2.18 2.25 -1.01
H -3.14 2.93 -3.17
H -1.75 4.15 -4.82
H 0.59 4.72 -4.27
H 1.54 4.09 -2.10
C -3.04 1.39 2.04
P -2.81 0.20 0.66
C -2.63 -1.39 1.58
N -3.49 -1.64 2.53
C -3.41 -2.83 3.18
C -4.33 -3.13 4.21
C -4.26 -4.34 4.84
C -3.28 -5.29 4.48
C -2.37 -5.02 3.50
C -2.43 -3.78 2.83
N -1.51 -3.49 1.87
C -1.59 -2.33 1.27
P -0.21 -1.97 0.08
C 1.03 -3.18 0.64
C -0.80 -2.58 -1.59
C 0.33 -3.27 -2.37
C -1.90 -3.62 -1.40
C -1.28 -1.38 -2.42
C -4.57 0.10 -0.03
C -4.72 1.22 -1.06
C -5.64 0.29 1.06
C -4.83 -1.23 -0.72
H -3.73 0.99 2.77
H -3.43 2.32 1.63
H -2.08 1.59 2.51
H -5.07 -2.39 4.47
H -4.97 -4.58 5.63
H -3.25 -6.24 5.00
H -1.61 -5.73 3.20
H 0.61 -4.19 0.64
H 1.32 -2.93 1.66
H 1.90 -3.13 -0.01
H 0.67 -4.18 -1.87
H 1.19 -2.63 -2.54
H -0.07 -3.56 -3.34
H -1.56 -4.46 -0.79
H -2.20 -4.01 -2.37
H -2.78 -3.21 -0.91
H -0.46 -0.70 -2.64
H -2.05 -0.80 -1.92
H -1.68 -1.74 -3.37
H -4.54 2.21 -0.61
H -5.74 1.23 -1.44
H -4.04 1.09 -1.90
H -5.61 1.28 1.49
H -5.55 -0.45 1.85
H -6.63 0.16 0.59
H -4.16 -1.40 -1.57
H -5.85 -1.23 -1.12
H -4.75 -2.08 -0.04
O -0.19 0.15 2.25
N 1.00 -0.07 2.72
O 1.19 -0.26 3.89
O 1.90 -0.06 1.84
*
```

## Properties
E_LUMO (alpha / beta) (eV): -3.32 / -3.17
Relative energy (zero: lowest compared OMol25 entry of this formula, charge and spin) (kcal/mol): 6.3
E (Eh): -4362.8395
⟨S²⟩: 0.76
Highest occupied orbital energy (alpha / beta) (eV): -10.8767 / -11.0547

Entry from OMol25: an isolated molecule of C8H10NOP at a distorted geometry (wB97M-V/def2-TZVPD).

Structure (ORCA input):
```
! wB97M-V def2-TZVPD RIJCOSX def2/J DEFGRID3
* xyz 0 1
C -0.77 -2.13 0.31
C -1.07 -0.66 0.28
C -2.36 -0.29 0.41
C -2.75 0.98 0.36
C -1.84 1.99 0.10
C -0.47 1.70 0.07
C -0.01 0.35 0.13
C 1.35 0.13 -0.01
N 2.21 1.13 -0.43
P 3.80 0.61 -0.37
O 4.02 -0.77 -0.03
H -0.32 -2.40 -0.70
H -0.08 -2.48 1.02
H -1.68 -2.58 0.61
H -3.10 -1.09 0.52
H -3.80 1.16 0.43
H -2.05 3.09 0.01
H 0.22 2.48 -0.15
H 1.79 -0.79 0.26
H 4.57 1.63 0.40
H 4.25 1.07 -1.54
*
```

## Properties
E_LUMO (eV): -0.79
SMILES string: Cc1ccccc1/C=N/[PH2]=O
Relative energy (zero: lowest compared OMol25 entry of this formula, charge and spin) (kcal/mol): 2.1
E (Eh): -782.1592
Highest occupied orbital energy (eV): -9.2573

Entry from OMol25: a cluster of 2 separate species, C5H8BrN2 in total at a distorted geometry (wB97M-V/def2-TZVPD).

Structure (ORCA input):
```
! wB97M-V def2-TZVPD RIJCOSX def2/J DEFGRID3
* xyz 1 1
C -1.14 -0.04 -1.31
C -1.67 0.77 -0.37
C 1.07 -0.13 0.06
C 0.10 -0.80 -0.97
C -1.00 0.96 0.84
N 0.37 0.67 0.90
N 2.34 -0.38 0.22
Br -1.35 -1.45 2.27
H -1.45 -0.14 -2.35
H -2.62 1.40 -0.49
H -0.51 -1.51 -0.41
H 0.68 -1.18 -1.79
H -1.41 1.61 1.53
H 0.89 1.10 1.69
H 2.60 -1.10 -0.51
H 3.08 0.22 0.71
*
```

## Properties
E_LUMO (alpha / beta) (eV): -5.68 / -6.11
Relative energy (zero: lowest compared OMol25 entry of this formula, charge and spin) (kcal/mol): 67.4
E (Eh): -2878.5255
Highest occupied orbital energy (alpha / beta) (eV): -13.0812 / -12.4507

Entry from OMol25: an isolated molecule of C13H10N4O3 at a distorted geometry (wB97M-V/def2-TZVPD).

Structure (ORCA input):
```
! wB97M-V def2-TZVPD RIJCOSX def2/J DEFGRID3
* xyz 0 1
C 5.35 -0.98 0.68
C 3.93 -1.18 1.14
N 3.74 -2.04 2.13
C 2.49 -2.25 2.47
C 1.42 -1.65 1.82
C 1.69 -0.73 0.84
N 0.73 0.00 0.17
C -0.59 -0.34 -0.06
O -0.93 -1.53 0.00
C -1.51 0.73 -0.45
C -1.17 2.10 -0.25
C -2.07 3.10 -0.62
C -3.30 2.83 -1.27
C -3.63 1.50 -1.46
O -4.73 1.02 -2.05
C -4.56 -0.34 -2.09
O -5.31 -1.16 -2.60
N -3.43 -0.70 -1.43
C -2.77 0.45 -1.05
N 2.95 -0.51 0.50
H 5.89 -0.72 1.57
H 5.40 -0.18 -0.04
H 5.69 -1.91 0.20
H 2.29 -2.93 3.30
H 0.40 -1.82 2.18
H 1.05 0.80 -0.35
H -0.22 2.33 0.18
H -1.75 4.13 -0.47
H -3.98 3.63 -1.55
H -3.07 -1.65 -1.43
*
```

## Properties
E_LUMO (eV): -0.45
SMILES string: Cc1nccc(NC(=O)c2cccc3oc(=O)[nH]c23)n1
Relative energy (zero: lowest compared OMol25 entry of this formula, charge and spin) (kcal/mol): 0.0
E (Eh): -946.2047
Highest occupied orbital energy (eV): -9.0871

Entry from OMol25: a structure of composition C69H66B2InN9OP2Te (wB97M-V/def2-TZVPD).

Structure (ORCA input):
```
! wB97M-V def2-TZVPD RIJCOSX def2/J DEFGRID3
* xyz 0 1
In -0.22 0.19 -1.51
C -0.19 6.30 0.45
C 0.26 4.93 0.84
C 0.96 4.61 1.97
C 1.09 3.20 1.92
N 0.53 2.71 0.83
N 0.01 3.78 0.16
B -0.71 3.79 -1.20
N -2.05 3.01 -1.19
N -2.22 1.72 -0.81
C -3.54 1.49 -0.83
C -4.23 2.64 -1.23
C -3.25 3.59 -1.44
C -3.47 5.00 -1.87
C -4.18 0.21 -0.45
C -3.47 -0.93 -0.10
C -4.13 -2.11 0.23
C -5.51 -2.16 0.22
C -6.23 -1.03 -0.12
C -5.57 0.14 -0.45
N 0.23 3.42 -2.38
N 1.12 2.40 -2.36
C 1.88 2.54 -3.46
C 1.45 3.64 -4.21
C 0.42 4.19 -3.48
C -0.39 5.39 -3.82
C 3.00 1.64 -3.77
C 3.53 0.76 -2.83
C 4.60 -0.07 -3.16
C 5.15 -0.03 -4.43
C 4.63 0.85 -5.37
C 3.57 1.67 -5.04
C 1.69 2.40 3.04
C 2.73 -0.09 3.28
C 3.88 0.15 4.18
C 4.16 1.24 4.88
C 3.35 2.50 4.98
C 1.36 3.08 4.35
H 0.09 7.00 1.24
H 0.26 6.64 -0.48
H -1.27 6.35 0.33
H 1.32 5.29 2.72
H -1.02 4.92 -1.41
H -5.29 2.79 -1.34
H -4.53 5.21 -1.84
H -2.95 5.71 -1.23
H -3.12 5.16 -2.90
H -2.39 -0.91 -0.10
H -3.56 -2.98 0.49
H -6.02 -3.08 0.49
H -7.32 -1.06 -0.13
H -6.15 1.01 -0.72
H 1.86 4.03 -5.12
H 0.01 5.85 -4.73
H -1.43 5.13 -4.01
H -0.38 6.13 -3.02
H 3.11 0.74 -1.83
H 5.00 -0.74 -2.42
H 5.98 -0.67 -4.68
H 5.06 0.89 -6.37
H 3.17 2.35 -5.79
H 2.95 -0.87 2.55
H 4.56 -0.69 4.26
H 5.05 1.21 5.50
H 3.93 3.23 5.54
H 0.56 3.82 4.37
Te 1.99 -3.63 3.53
C 0.93 -5.45 3.32
C 0.67 -5.96 2.05
C -0.09 -7.12 1.95
N -0.60 -7.77 3.00
C -0.33 -7.27 4.20
C 0.41 -6.12 4.42
C 0.87 -2.57 2.05
P 0.19 -1.36 3.02
C 1.28 -0.14 3.83
C 1.11 0.03 5.29
C 1.39 1.09 6.05
C 1.90 2.41 5.60
C 2.76 3.19 3.75
C 1.73 0.92 2.82
C -1.08 -2.02 4.14
C -1.71 -1.21 5.08
C -2.80 -1.69 5.79
C -3.27 -2.98 5.55
C -2.66 -3.77 4.59
C -1.57 -3.29 3.88
P 1.57 -2.11 0.45
C 0.97 -3.47 -0.62
C -0.37 -3.85 -0.48
C -0.93 -4.80 -1.31
C -0.16 -5.40 -2.30
C 1.16 -5.01 -2.47
C 1.72 -4.05 -1.64
C 3.38 -2.42 0.47
C 3.95 -3.68 0.62
C 5.33 -3.83 0.65
C 6.15 -2.72 0.54
C 5.60 -1.46 0.38
C 4.22 -1.32 0.33
H 1.03 -5.47 1.16
H -0.31 -7.53 0.98
H -0.75 -7.81 5.05
H 0.57 -5.75 5.42
H 0.81 -0.88 5.80
H 1.27 0.96 7.12
H 1.84 3.12 6.43
H 3.24 4.03 3.26
H 1.39 0.69 1.81
H -1.39 -0.19 5.24
H -3.29 -1.06 6.52
H -4.13 -3.35 6.10
H -3.03 -4.77 4.39
H -1.11 -3.90 3.12
H -0.96 -3.39 0.30
H -1.97 -5.09 -1.19
H -0.59 -6.15 -2.95
H 1.76 -5.46 -3.25
H 2.74 -3.75 -1.79
H 3.32 -4.56 0.70
H 5.76 -4.82 0.77
H 7.23 -2.83 0.58
H 6.23 -0.59 0.28
H 3.78 -0.33 0.20
O 0.72 -0.68 -4.25
C 0.04 -0.56 -5.49
C -0.23 0.89 -5.86
C -1.08 1.66 -4.84
C -2.45 1.08 -4.66
C -3.55 1.61 -5.32
C -4.79 1.00 -5.17
C -4.88 -0.13 -4.38
C -3.73 -0.59 -3.76
N -2.54 0.00 -3.88
H 1.58 -0.23 -4.32
H -0.89 -1.10 -5.36
H 0.61 -1.05 -6.28
H -0.72 0.90 -6.84
H 0.73 1.41 -5.98
H -1.16 2.70 -5.17
H -0.57 1.67 -3.88
H -3.44 2.50 -5.94
H -5.66 1.41 -5.66
H -5.82 -0.64 -4.23
H -3.76 -1.47 -3.13
B -2.56 1.77 2.48
C -1.61 0.60 2.22
N -0.86 -0.30 2.14
H -2.46 1.86 3.70
H -3.67 1.44 2.15
H -2.14 2.75 1.92
*
```

## Properties
E_LUMO (eV): 0.28
E (Eh): -4427.5109
Highest occupied orbital energy (eV): -7.3225

Entry from OMol25: an isolated molecule of C14H17FO4 at a distorted geometry (wB97M-V/def2-TZVPD).

Structure (ORCA input):
```
! wB97M-V def2-TZVPD RIJCOSX def2/J DEFGRID3
* xyz 0 1
C 1.60 3.26 1.07
C 0.27 2.26 1.16
C 0.61 0.87 1.99
F -0.16 0.71 3.25
C 0.54 -0.42 0.97
C -0.72 -0.92 0.29
C -2.10 -0.11 0.62
C -3.49 -0.89 0.22
C -4.22 -0.22 -1.12
O -5.68 -0.12 -0.80
C -0.52 -2.19 -0.72
O -1.31 -3.26 -0.84
C 0.85 -2.16 -1.67
C 2.11 -1.67 -0.98
C 3.57 -1.55 -1.72
C 4.47 -0.31 -1.04
O 5.54 -0.57 -0.24
C 1.98 -1.20 0.62
O 2.92 -1.45 1.55
H 1.98 3.53 2.14
H 1.27 4.24 0.47
H 2.46 2.78 0.40
H -0.70 2.81 1.54
H 0.06 1.92 0.04
H 1.75 0.97 2.32
H -2.07 0.95 0.06
H -2.17 0.14 1.77
H -4.25 -0.67 1.11
H -3.40 -2.06 0.16
H -3.86 0.90 -1.20
H -4.04 -0.84 -2.10
H -5.99 0.84 -0.96
H 0.86 -2.48 -2.80
H 4.18 -2.53 -1.46
H 3.51 -1.37 -2.88
H 4.16 0.81 -1.21
*
```

## Properties
E_LUMO (eV): -1.87
SMILES string: CC[C@@H](F)C1=C(CCCO)C(=O)C=C(CC=O)C1=O
E (Eh): -944.0666
Highest occupied orbital energy (eV): -9.8189

Entry from OMol25: an isolated molecule of C22H26N4O3 at a distorted geometry (wB97M-V/def2-TZVPD).

Structure (ORCA input):
```
! wB97M-V def2-TZVPD RIJCOSX def2/J DEFGRID3
* xyz 0 1
O 2.21 -0.71 1.45
C 1.27 -0.92 0.71
C 0.86 -2.38 0.41
N 1.03 -2.77 -0.96
N -0.07 -2.92 -1.71
C 0.31 -3.33 -2.89
C 1.71 -3.46 -2.93
C 2.61 -3.92 -3.96
O 2.32 -4.25 -5.08
O 3.92 -3.98 -3.58
C 4.37 -3.60 -2.36
C 5.75 -3.71 -2.15
C 6.30 -3.33 -0.95
C 5.50 -2.82 0.06
C 4.13 -2.71 -0.12
C 3.54 -3.11 -1.32
C 2.15 -3.08 -1.65
N 0.56 0.06 0.13
C -0.66 -0.07 -0.64
C -1.85 0.50 0.14
C -1.61 1.97 0.48
N -2.66 2.59 1.29
C -4.01 2.08 1.13
C -4.92 2.66 2.21
C -4.94 4.18 2.13
C -3.51 4.69 2.21
C -2.66 4.03 1.13
C -0.28 2.06 1.25
C 0.86 1.44 0.45
H -0.19 -2.53 0.66
H 1.47 -3.01 1.06
H -0.40 -3.53 -3.67
H 6.35 -4.09 -2.96
H 7.37 -3.42 -0.80
H 5.93 -2.50 0.99
H 3.54 -2.28 0.66
H -0.85 -1.11 -0.92
H -0.53 0.50 -1.57
H -2.74 0.38 -0.48
H -1.98 -0.07 1.06
H -1.50 2.52 -0.48
H -4.00 0.99 1.24
H -4.42 2.32 0.13
H -4.54 2.36 3.18
H -5.92 2.25 2.09
H -5.55 4.59 2.93
H -5.39 4.49 1.18
H -3.09 4.44 3.19
H -3.48 5.77 2.09
H -1.64 4.40 1.20
H -3.06 4.31 0.14
H -0.03 3.09 1.47
H -0.40 1.53 2.19
H 1.79 1.45 1.03
H 1.01 1.99 -0.48
*
```

## Properties
E_LUMO (eV): 0.36
SMILES string: O=C(Cn1ncc2c(=O)oc3ccccc3c21)N1CCC(N2CCCCC2)CC1
Relative energy (zero: lowest compared OMol25 entry of this formula, charge and spin) (kcal/mol): 44.2
E (Eh): -1298.7167
Highest occupied orbital energy (eV): -8.7297

Entry from OMol25: a structure of composition C18H15As6F36HgN3O6 at a distorted geometry (wB97M-V/def2-TZVPD).

Structure (ORCA input):
```
! wB97M-V def2-TZVPD RIJCOSX def2/J DEFGRID3
* xyz -4 1
Hg -4.10 -19.02 27.97
As -0.23 -18.44 28.99
F -0.21 -17.22 27.72
F -1.97 -18.70 28.53
F -0.23 -19.67 30.24
F 1.40 -17.92 29.42
F -0.84 -17.29 30.15
F 0.44 -19.59 27.89
As -3.58 -15.06 27.28
F -3.70 -13.27 27.13
F -5.16 -15.12 28.08
F -3.54 -16.79 27.50
F -2.07 -15.00 26.43
F -2.76 -14.78 28.80
F -4.33 -15.29 25.73
As -6.30 -20.91 25.18
F -7.26 -21.25 23.73
F -6.86 -22.47 25.79
F -5.42 -20.45 26.68
F -5.50 -19.60 24.25
F -7.56 -19.87 25.81
F -5.01 -21.89 24.49
As -2.00 -18.71 24.18
F -0.69 -19.70 24.85
F -1.10 -17.36 24.81
F -3.24 -17.74 23.50
F -2.73 -20.20 23.60
F -2.92 -18.80 25.74
F -1.03 -18.51 22.67
As -3.96 -21.31 31.13
F -5.73 -21.14 30.98
F -3.58 -20.52 29.57
F -2.31 -21.76 31.36
F -4.25 -22.02 32.71
F -4.19 -22.88 30.27
F -3.78 -19.77 31.91
As -2.13 -22.85 27.06
F -1.43 -24.49 26.88
F -2.44 -22.94 25.32
F -2.87 -21.19 27.07
F -1.67 -22.66 28.76
F -0.54 -22.25 26.66
F -3.71 -23.46 27.46
C -10.18 -18.71 32.17
C -10.71 -19.11 30.93
C -9.79 -19.56 29.97
C -8.43 -19.64 30.22
C -7.94 -19.36 31.48
C -8.81 -18.83 32.44
N -7.49 -19.96 29.14
O -7.78 -20.86 28.39
O -6.40 -19.41 29.14
H -10.89 -18.22 32.82
H -11.72 -18.83 30.68
H -10.22 -19.98 29.07
H -6.88 -19.41 31.65
H -8.44 -18.52 33.41
C -10.74 -16.33 28.52
C -10.75 -17.14 27.39
C -9.54 -17.32 26.73
C -8.35 -16.90 27.32
C -8.35 -16.27 28.55
C -9.54 -15.97 29.15
N -7.14 -17.13 26.55
O -6.19 -17.65 27.08
O -7.20 -16.92 25.36
H -11.71 -16.02 28.88
H -11.69 -17.50 27.00
H -9.47 -17.90 25.82
H -7.39 -15.89 28.90
H -9.44 -15.45 30.10
C -1.48 -15.18 33.18
C -1.80 -16.45 33.60
C -2.70 -17.19 32.85
C -3.49 -16.56 31.91
C -3.16 -15.29 31.47
C -2.05 -14.62 32.06
N -4.56 -17.26 31.21
O -5.66 -17.23 31.73
O -4.38 -17.64 30.07
H -0.75 -14.65 33.78
H -1.22 -16.92 34.39
H -2.66 -18.25 33.04
H -3.69 -14.86 30.64
H -1.75 -13.63 31.76
*
```

## Properties
E_LUMO (eV): 6.25
Relative energy (zero: lowest compared OMol25 entry of this formula, charge and spin) (kcal/mol): 68.7
E (Eh): -18474.2303
Highest occupied orbital energy (eV): -1.9195